The following is a quantum chemistry calculation of a molecular structure, C18H43BaO10 at a distorted geometry, from the Open Molecules 2025 dataset.

Results
Spin multiplicity = 1
Molecular weight = 556.86 g mol⁻¹
Net charge = +1
Largest force on an atom = 2.708 eV/Å
Energy = -40514.2913 eV

```
72
Properties=species:S:1:pos:R:3:forces:R:3
Ba 6.44768 0.36218 -1.77945 -0.8 -0.3 -0.2
C -0.74594 0.03657 0.36310 -0.4 -0.5 0.2
C 0.73426 -0.11925 0.06050 0.7 -0.1 -0.2
O 1.09625 -0.56166 -1.05914 -0.4 -0.3 -1.1
O 1.61023 0.19851 0.87788 0.2 0.6 1.2
H -1.20016 0.74765 -0.32694 0.0 0.1 0.1
H -0.96999 0.28068 1.40151 0.4 0.5 -0.1
H -1.28565 -0.90296 0.24444 0.2 -0.2 -0.5
C -2.60968 7.93455 1.15369 0.4 0.4 -0.7
O -1.54098 7.04432 1.39296 -0.6 -0.4 1.5
C -1.83788 6.14347 2.51002 1.3 0.9 -0.6
C -0.49062 5.86376 3.17971 1.1 0.2 -0.4
O 0.07635 7.00889 3.77826 -0.9 2.5 0.5
C 1.37090 6.84650 4.30021 -0.1 -1.8 -0.2
H -2.92251 8.49762 2.03300 -0.3 -0.4 0.3
H -3.41927 7.41524 0.64089 -0.4 0.1 0.3
H -2.25805 8.72239 0.48753 0.2 -0.2 -0.3
H -2.31253 5.25099 2.10224 0.2 -0.3 0.1
H -2.53443 6.57178 3.23076 0.0 0.4 0.0
H 0.26511 5.65114 2.42356 -0.3 -0.9 -0.5
H -0.52146 5.06000 3.91531 -0.3 -0.3 0.0
H 2.07106 6.54359 3.52165 0.0 -0.5 -0.3
H 1.22635 6.04601 5.02577 0.9 -0.3 0.3
H 1.93715 7.64841 4.77392 -1.3 0.8 0.0
C 4.40746 0.33240 -6.81973 -0.6 0.1 -0.4
O 5.51229 -0.33925 -6.27282 0.7 -1.0 -0.1
C 5.70181 -1.59741 -6.91963 1.5 -1.2 -0.6
C 7.18119 -2.10857 -6.84376 -1.8 0.9 1.0
O 7.39048 -2.34315 -5.44795 1.4 -0.7 0.4
C 8.74070 -2.76543 -5.23199 1.0 0.5 0.2
H 4.39522 1.37323 -6.49625 0.2 -0.1 0.0
H 3.46405 -0.12382 -6.51984 -0.1 -0.1 0.1
H 4.47167 0.26877 -7.90597 -0.1 0.4 -0.1
H 5.43256 -1.63598 -7.97515 0.0 0.9 -0.3
H 5.09124 -2.42689 -6.56292 -0.3 0.3 0.9
H 7.88126 -1.36931 -7.23299 0.1 0.1 0.0
H 7.30267 -3.04552 -7.38734 -0.2 0.0 -0.2
H 9.42524 -1.92264 -5.32793 0.0 0.4 -0.5
H 9.14419 -3.54317 -5.88038 -0.6 -0.1 -0.5
H 9.02727 -3.13463 -4.24728 -1.2 -0.1 0.5
C -0.11874 -5.41884 7.00716 0.9 1.2 -0.4
O -0.40727 -4.08699 7.43302 -2.1 -1.0 0.0
C 0.62749 -3.17176 7.21847 -0.3 -0.2 1.3
C 0.05643 -1.76043 7.32513 -0.1 -0.2 -0.2
O -0.47594 -1.64476 8.61493 -0.5 0.5 1.4
C -1.34498 -0.51895 8.84744 0.5 -0.5 -1.1
H 0.11604 -5.28671 5.95098 0.3 -0.7 -0.3
H -0.89942 -6.17321 7.10498 -0.5 0.7 0.3
H 0.74369 -5.78296 7.56551 0.3 -0.2 -0.1
H 1.15900 -3.45298 6.30935 0.2 0.6 -0.2
H 1.22928 -3.29094 8.11944 1.0 0.2 -0.2
H -0.70470 -1.60305 6.56093 -0.2 0.0 -0.2
H 0.83234 -1.00103 7.22827 0.3 0.0 -0.4
H -1.45254 -0.25712 9.90003 0.2 -0.6 0.0
H -2.30749 -0.75717 8.39475 -0.3 0.1 0.2
H -0.96499 0.37231 8.34807 0.2 0.2 -0.1
C -6.72985 -5.16429 -3.76306 -1.7 -0.1 -1.4
O -6.72371 -3.78102 -3.98244 1.8 1.0 -0.1
C -5.38186 -3.33028 -3.73547 0.4 1.4 0.1
C -5.04613 -1.87445 -4.20915 -1.9 -0.6 1.0
O -6.03359 -0.99365 -3.55836 1.8 -0.8 -1.1
C -5.92951 0.35053 -4.00272 0.0 -0.5 0.3
H -6.24560 -5.67901 -4.59291 1.1 -0.2 0.4
H -7.75374 -5.44058 -4.01487 -0.3 -0.2 0.9
H -6.42794 -5.44978 -2.75536 0.1 -0.2 -0.1
H -4.62871 -3.95723 -4.21275 -0.1 -0.4 -0.3
H -5.21113 -3.41017 -2.66189 0.1 0.1 0.2
H -5.01901 -1.86500 -5.29877 -1.1 0.3 -0.4
H -4.01617 -1.56527 -4.03115 0.1 -0.2 1.0
H -5.88734 0.34080 -5.09186 -0.5 0.5 -0.2
H -5.04022 0.88227 -3.66431 0.4 -0.2 0.3
H -6.76916 0.86271 -3.53287 -0.2 0.1 -0.6
```
Forces are in eV/Å.